{
  "formula": "C46H39DyP2",
  "method": "ωB97M-V/def2-TZVPD",
  "symbols": ["C", "C", "C", "C", "C", "C", "P", "C", "C", "C", "C", "C", "C", "Dy", "P", "C", "C", "C", "C", "C", "C", "C", "C", "C", "C", "C", "C", "C", "C", "C", "C", "C", "C", "C", "C", "C", "C", "C", "C", "H", "H", "H", "H", "H", "H", "H", "H", "H", "H", "H", "H", "H", "H", "H", "H", "H", "H", "H", "H", "H", "H", "H", "H", "H", "H", "H", "H", "H", "H", "H", "H", "C", "C", "C", "C", "C", "C", "C", "C", "C", "C", "H", "H", "H", "H", "H", "H", "H"],
  "coordinates": [[-1.542, -2.590, -1.193], [-1.493, -1.235, -1.553], [-1.285, -0.899, -2.898], [-1.148, -1.896, -3.861], [-1.217, -3.241, -3.496], [-1.411, -3.585, -2.158], [-1.614, 0.079, -0.283], [-2.319, 1.471, -1.251], [-1.506, 2.570, -1.547], [-1.997, 3.618, -2.326], [-3.306, 3.577, -2.806], [-4.125, 2.486, -2.504], [-3.635, 1.436, -1.731], [0.092, 0.716, 0.853], [1.372, -0.931, 0.246], [1.777, -1.217, -1.514], [1.913, -2.470, -2.118], [2.246, -2.565, -3.470], [2.448, -1.413, -4.228], [2.297, -0.156, -3.635], [1.955, -0.059, -2.290], [2.972, -0.392, 0.961], [2.949, -0.012, 2.315], [4.097, 0.481, 2.929], [5.283, 0.595, 2.200], [5.315, 0.215, 0.857], [4.165, -0.274, 0.236], [1.153, -2.577, 1.019], [-0.002, -2.799, 1.779], [-0.191, -4.012, 2.440], [0.781, -5.009, 2.357], [1.951, -4.784, 1.627], [2.141, -3.571, 0.967], [-3.011, -0.491, 0.765], [-4.020, -1.342, 0.289], [-5.073, -1.720, 1.121], [-5.133, -1.249, 2.433], [-4.137, -0.395, 2.910], [-3.079, -0.019, 2.084], [2.024, -0.109, 2.882], [4.066, 0.779, 3.973], [6.179, 0.980, 2.677], [6.237, 0.300, 0.290], [4.193, -0.560, -0.810], [1.742, -3.372, -1.541], [2.339, -3.543, -3.932], [2.709, -1.491, -5.279], [2.437, 0.746, -4.224], [1.808, 0.912, -1.822], [-0.736, -1.999, 1.856], [-1.092, -4.173, 3.026], [0.637, -5.954, 2.873], [2.719, -5.551, 1.582], [3.066, -3.389, 0.427], [-3.979, -1.719, -0.728], [-5.846, -2.384, 0.743], [-5.953, -1.548, 3.081], [-4.181, -0.022, 3.929], [-2.301, 0.648, 2.447], [-0.499, 2.599, -1.139], [-1.361, 4.470, -2.545], [-3.693, 4.397, -3.405], [-5.150, 2.457, -2.866], [-4.280, 0.595, -1.494], [-1.238, 0.145, -3.190], [-0.983, -1.621, -4.899], [-1.113, -4.016, -4.250], [-1.459, -4.630, -1.863], [-1.700, -2.869, -0.157], [-0.898, -6.400, -4.627], [-1.133, -6.764, -4.022], [-0.448, 5.339, 4.099], [-0.970, 4.059, 3.893], [-0.512, 3.279, 2.830], [0.479, 3.764, 1.972], [0.999, 2.938, 0.976], [2.083, 3.370, 0.207], [2.591, 4.665, 0.376], [2.059, 5.507, 1.357], [1.021, 5.055, 2.184], [0.538, 5.842, 3.242], [-0.797, 5.933, 4.932], [-1.718, 3.664, 4.569], [-0.900, 2.285, 2.699], [2.511, 2.716, -0.539], [3.407, 5.007, -0.244], [2.485, 6.495, 1.497], [0.946, 6.828, 3.429]],
  "atomic_forces_ev_per_a": [[0.09, 0.06, -0.07], [0.24, -0.50, -0.32], [0.05, -0.03, 0.09], [-0.04, -0.02, 0.22], [0.00, 0.18, 0.19], [-0.01, 0.19, -0.06], [-10.86, -3.17, -7.70], [-0.17, 0.30, -0.04], [-0.25, -0.27, 0.05], [-0.03, 0.02, 0.01], [0.23, -0.16, 0.19], [0.20, -0.14, 0.15], [-0.03, 0.14, 0.01], [3.15, 11.63, 10.75], [7.78, -9.63, -3.76], [0.04, 0.25, -0.49], [-0.10, 0.09, 0.13], [-0.01, 0.25, 0.09], [-0.07, 0.04, 0.28], [-0.06, -0.02, 0.06], [-0.09, -0.40, 0.00], [0.02, 0.63, 0.38], [0.25, 0.16, -0.43], [-0.07, -0.05, -0.01], [-0.28, -0.11, -0.13], [-0.22, -0.08, 0.13], [-0.09, 0.12, -0.02], [-0.29, -0.09, 0.43], [0.46, -0.12, -0.07], [0.01, 0.04, 0.00], [-0.03, 0.29, -0.12], [-0.17, 0.24, -0.05], [0.00, 0.07, 0.06], [0.03, -0.07, 0.48], [0.06, -0.02, 0.08], [0.23, 0.20, 0.02], [0.26, 0.13, -0.14], [0.07, 0.05, 0.07], [-0.19, -0.39, -0.40], [0.06, -0.05, 0.23], [0.01, -0.06, -0.16], [-0.16, -0.05, -0.07], [-0.16, -0.04, 0.09], [0.04, 0.05, 0.12], [0.03, 0.07, -0.11], [0.01, 0.14, 0.10], [-0.02, 0.03, 0.17], [-0.01, -0.13, 0.09], [0.16, 0.14, -0.16], [-0.25, -0.20, 0.09], [0.14, 0.02, -0.08], [0.01, 0.16, -0.08], [-0.11, 0.15, -0.01], [-0.09, -0.04, 0.07], [-0.02, 0.04, 0.14], [0.13, 0.13, 0.04], [0.16, 0.08, -0.09], [-0.02, -0.07, -0.15], [-0.15, 0.11, 0.26], [0.09, 0.31, -0.21], [-0.09, -0.13, 0.03], [0.09, -0.13, 0.10], [0.18, -0.02, 0.05], [0.05, 0.12, -0.06], [0.00, -0.10, -0.05], [-0.07, -0.02, 0.15], [-0.03, 0.12, 0.14], [-0.02, 0.15, -0.05], [-0.02, -0.06, -0.13], [-0.01, -0.05, 0.04], [0.02, 0.03, -0.04], [1.01, 0.74, -0.77], [0.11, -1.10, -0.84], [-0.60, 1.39, 1.56], [-0.15, -0.31, 0.17], [1.62, -0.33, -1.92], [-1.33, -0.45, 0.60], [-0.21, 0.96, 0.89], [0.90, -0.85, -1.28], [0.05, 0.37, 0.10], [-1.24, -0.48, 1.24], [0.00, 0.01, -0.05], [0.00, 0.04, -0.01], [-0.35, -0.40, 0.06], [0.19, -0.03, -0.20], [0.04, 0.03, -0.01], [-0.13, -0.05, 0.02], [0.04, -0.03, -0.11]],
  "lowdin_spin": [-0.009, -0.023, -0.009, -0.001, -0.011, 0.001, -0.035, 0.006, 0.001, 0.000, 0.000, 0.000, 0.001, 5.449, -0.028, -0.007, -0.004, 0.000, -0.002, 0.000, -0.002, 0.009, 0.000, 0.000, 0.000, 0.001, 0.002, -0.016, -0.001, 0.000, 0.001, -0.001, -0.003, -0.010, -0.004, 0.000, -0.001, 0.000, 0.001, 0.001, 0.000, 0.000, 0.000, 0.000, 0.000, 0.000, 0.000, 0.000, 0.000, 0.000, 0.000, 0.000, 0.000, 0.000, 0.000, 0.000, 0.000, 0.000, 0.001, 0.001, 0.000, 0.000, 0.000, 0.000, 0.000, 0.000, -0.001, 0.000, 0.000, 0.000, 0.000, -0.003, 0.004, -0.007, -0.036, -0.233, -0.019, -0.012, 0.013, -0.011, 0.001, 0.000, 0.000, 0.001, -0.002, -0.002, 0.000, -0.001],
  "total_charge": 2,
  "spin_multiplicity": 6,
  "homo_lumo_gap_ev": [5.01, 6.35]
}

---

{
  "formula": "C46H39F7N8O16P",
  "method": "ωB97M-V/def2-TZVPD",
  "symbols": ["N", "P", "O", "O", "C", "C", "F", "F", "C", "F", "F", "C", "F", "F", "F", "H", "H", "H", "H", "C", "C", "C", "C", "C", "C", "N", "O", "O", "H", "H", "H", "H", "H", "C", "C", "C", "C", "C", "C", "N", "O", "O", "H", "H", "H", "H", "H", "C", "C", "C", "C", "C", "C", "N", "O", "O", "H", "H", "H", "H", "H", "C", "C", "C", "C", "C", "C", "N", "O", "O", "H", "H", "H", "H", "H", "C", "C", "C", "C", "C", "C", "N", "O", "O", "H", "H", "H", "H", "H", "C", "C", "C", "C", "C", "C", "N", "O", "O", "H", "H", "H", "H", "H", "C", "C", "C", "C", "C", "C", "N", "O", "O", "H", "H", "H", "H", "H"],
  "coordinates": [[-6.324, -2.059, 0.768], [-4.814, -2.104, 1.092], [-4.445, -3.669, 1.187], [-3.958, -1.519, -0.144], [-4.511, -1.193, 2.513], [-3.206, -1.292, 3.141], [-3.306, -1.712, 4.404], [-2.305, -2.097, 2.565], [-2.539, 0.110, 3.352], [-1.805, 0.100, 4.429], [-3.448, 0.956, 3.511], [-1.653, 0.660, 2.206], [-0.415, 0.605, 2.459], [-1.874, 1.926, 2.101], [-1.877, 0.164, 1.086], [-6.472, -1.641, -0.128], [-3.508, -3.836, 1.086], [-3.904, -0.582, 0.043], [-5.223, -1.596, 3.170], [-1.549, 7.167, 1.898], [-2.005, 5.892, 2.191], [-2.695, 5.167, 1.237], [-2.913, 5.732, 0.000], [-2.473, 7.002, -0.310], [-1.788, 7.723, 0.649], [-3.622, 4.952, -1.028], [-4.013, 3.852, -0.736], [-3.767, 5.469, -2.128], [-1.005, 7.729, 2.644], [-1.819, 5.458, 3.162], [-3.048, 4.173, 1.467], [-2.658, 7.426, -1.284], [-1.435, 8.718, 0.421], [3.441, 2.221, -0.789], [4.186, 3.308, -0.357], [3.723, 4.098, 0.679], [2.519, 3.779, 1.269], [1.765, 2.704, 0.854], [2.230, 1.925, -0.184], [2.031, 4.610, 2.385], [2.709, 5.565, 2.714], [0.984, 4.296, 2.907], [3.804, 1.603, -1.599], [5.129, 3.541, -0.829], [4.295, 4.946, 1.018], [0.822, 2.472, 1.321], [1.644, 1.088, -0.518], [2.139, -3.949, 0.291], [1.064, -3.342, -0.342], [-0.143, -4.014, -0.461], [-0.236, -5.281, 0.069], [0.824, -5.896, 0.702], [2.019, -5.225, 0.808], [-1.498, -6.027, -0.014], [-2.446, -5.551, -0.598], [-1.513, -7.121, 0.518], [3.078, -3.428, 0.384], [1.162, -2.345, -0.741], [-0.985, -3.550, -0.953], [0.718, -6.890, 1.105], [2.853, -5.689, 1.303], [3.649, -4.632, -6.060], [4.560, -3.821, -5.400], [4.119, -2.892, -4.477], [2.768, -2.793, -4.229], [1.845, -3.584, -4.877], [2.293, -4.510, -5.800], [2.293, -1.821, -3.230], [3.123, -1.129, -2.676], [1.102, -1.787, -3.010], [3.997, -5.361, -6.778], [5.617, -3.915, -5.603], [4.820, -2.257, -3.960], [0.792, -3.485, -4.666], [1.583, -5.139, -6.316], [5.300, -11.089, -0.348], [6.101, -10.428, 0.572], [6.013, -9.055, 0.706], [5.119, -8.367, -0.085], [4.319, -9.002, -1.009], [4.413, -10.375, -1.139], [5.004, -6.907, 0.069], [5.726, -6.364, 0.883], [4.184, -6.335, -0.615], [5.367, -12.163, -0.447], [6.792, -10.983, 1.187], [6.631, -8.534, 1.419], [3.629, -8.440, -1.617], [3.791, -10.889, -1.856], [-3.513, 6.982, -5.937], [-2.941, 6.140, -4.994], [-1.855, 5.357, -5.342], [-1.360, 5.434, -6.627], [-1.920, 6.260, -7.578], [-3.006, 7.038, -7.228], [-0.190, 4.617, -6.998], [0.277, 3.884, -6.155], [0.240, 4.732, -8.130], [-4.359, 7.597, -5.664], [-3.337, 6.093, -3.986], [-1.404, 4.698, -4.617], [-1.518, 6.299, -8.577], [-3.456, 7.692, -7.961], [-1.795, 1.601, 7.307], [-1.094, 2.559, 8.024], [-1.478, 3.886, 7.968], [-2.566, 4.229, 7.194], [-3.274, 3.292, 6.470], [-2.882, 1.968, 6.529], [-2.988, 5.640, 7.149], [-2.334, 6.446, 7.781], [-3.964, 5.918, 6.484], [-1.496, 0.563, 7.352], [-0.246, 2.272, 8.628], [-0.937, 4.636, 8.520], [-4.118, 3.582, 5.866], [-3.423, 1.223, 5.970]],
  "atomic_forces_ev_per_a": [[-0.93, -0.31, 0.15], [-2.23, 0.59, 0.31], [0.74, -0.32, -0.39], [1.12, -0.52, -0.34], [1.62, -0.41, -1.44], [-1.21, 1.73, -0.37], [-0.25, -1.06, 2.29], [1.76, -1.08, -1.07], [1.76, -3.14, -2.78], [2.16, 0.01, 2.50], [-4.01, 3.65, 1.14], [-1.81, 0.23, 2.98], [4.86, -1.41, 1.20], [-1.28, 4.22, -0.28], [-1.10, -2.75, -4.74], [-0.34, 0.15, -0.46], [0.40, -0.14, 0.14], [0.16, 0.51, -0.06], [-1.35, 0.04, 1.10], [0.03, 0.03, 0.02], [0.06, 0.10, 0.08], [-0.05, -0.36, 0.25], [0.00, 0.02, -0.06], [0.05, 0.26, -0.21], [0.05, 0.00, 0.11], [0.08, 0.27, -0.12], [-0.11, -0.27, 0.05], [-0.06, -0.09, 0.32], [0.03, 0.02, 0.05], [0.02, -0.05, 0.04], [-0.05, -0.08, -0.12], [-0.06, -0.07, -0.09], [0.01, 0.06, -0.03], [0.09, -0.03, -0.09], [-0.03, -0.10, -0.07], [0.28, 0.19, -0.03], [0.00, 0.06, 0.10], [-0.41, -0.06, 0.14], [0.18, -0.05, -0.16], [0.06, -0.01, -0.13], [0.02, 0.07, 0.04], [-0.12, 0.00, 0.07], [-0.02, -0.04, -0.03], [0.05, 0.03, -0.02], [-0.04, 0.07, 0.11], [-0.04, 0.08, 0.15], [-0.11, -0.22, -0.10], [-0.05, 0.24, -0.11], [0.18, -0.06, 0.12], [-0.12, 0.28, -0.16], [-0.08, 0.00, 0.00], [0.10, -0.35, 0.18], [-0.06, 0.12, 0.12], [-0.20, -0.37, 0.02], [0.19, 0.37, -0.09], [-0.06, -0.24, 0.07], [0.14, 0.13, -0.02], [-0.05, 0.07, 0.03], [-0.13, -0.04, 0.02], [-0.14, -0.02, 0.00], [0.11, -0.03, 0.14], [0.01, -0.02, -0.02], [-0.02, -0.09, -0.08], [0.36, 0.08, 0.04], [-0.02, 0.06, 0.06], [-0.35, -0.13, -0.07], [0.09, -0.06, -0.06], [-0.03, -0.17, -0.11], [0.07, 0.13, 0.11], [-0.08, 0.17, -0.05], [0.02, -0.03, -0.04], [0.06, 0.01, 0.00], [-0.04, 0.08, 0.10], [-0.04, 0.08, 0.10], [-0.06, -0.03, -0.02], [0.01, -0.03, 0.00], [-0.04, -0.11, -0.06], [0.25, -0.04, 0.25], [-0.01, 0.07, 0.02], [-0.25, -0.02, -0.26], [0.05, -0.11, 0.03], [0.05, -0.06, 0.03], [0.03, 0.01, 0.03], [0.15, 0.03, -0.27], [0.01, -0.06, -0.01], [0.05, -0.02, 0.04], [-0.02, 0.14, 0.02], [-0.02, 0.13, 0.03], [-0.05, -0.02, -0.04], [0.00, 0.01, 0.00], [-0.13, 0.15, 0.04], [0.01, -0.10, 0.29], [0.06, -0.04, 0.01], [-0.02, 0.15, -0.32], [-0.10, 0.05, 0.10], [-0.08, 0.07, -0.08], [0.07, -0.09, 0.10], [0.02, -0.01, -0.03], [-0.05, 0.02, 0.01], [0.09, -0.01, -0.28], [0.09, -0.07, -0.03], [0.11, -0.07, -0.03], [-0.02, 0.02, -0.05], [0.04, -0.02, 0.05], [-0.03, -0.13, -0.04], [0.27, 0.06, 0.22], [-0.04, 0.06, -0.02], [-0.22, -0.05, -0.17], [-0.02, -0.06, 0.09], [0.07, -0.08, 0.00], [0.04, 0.07, 0.05], [-0.09, 0.04, -0.07], [0.02, -0.05, -0.04], [0.06, 0.00, 0.03], [-0.04, 0.13, 0.00], [-0.05, 0.11, -0.01], [-0.05, -0.04, -0.05]],
  "mulliken_charge": [-1.044, 0.897, -0.436, -0.551, -1.153, 1.060, -0.382, -0.272, 0.999, -0.358, -0.317, 0.386, -0.348, -0.274, -0.163, 0.219, 0.212, 0.312, 0.276, -0.706, -0.367, -0.537, 0.192, -0.335, -0.387, 0.993, -0.572, -0.666, 0.411, 0.508, 0.538, 0.477, 0.382, -0.378, -0.503, -0.421, -0.254, -0.183, -0.609, 1.086, -0.640, -0.549, 0.425, 0.374, 0.462, 0.535, 0.626, -0.924, -0.519, -0.385, -0.017, -0.539, -0.369, 1.107, -0.597, -0.649, 0.448, 0.703, 0.600, 0.513, 0.584, -0.436, -0.530, -0.284, 0.098, -0.343, -0.565, 1.176, -0.616, -0.607, 0.395, 0.386, 0.465, 0.495, 0.396, -0.411, -0.428, -0.371, 0.123, -0.310, -0.505, 1.050, -0.621, -0.565, 0.377, 0.368, 0.451, 0.481, 0.374, -0.666, -0.285, -0.617, 0.179, -0.495, -0.312, 1.020, -0.604, -0.620, 0.409, 0.745, 0.493, 0.441, 0.379, -0.515, -0.445, -0.501, 0.143, -0.320, -0.436, 1.044, -0.629, -0.613, 0.426, 0.385, 0.476, 0.488, 0.467],
  "total_charge": -1,
  "homo_lumo_gap_ev": 4.05
}

---

Number 1: DFT total energy -3343.22469 a.u.. Number 2: DFT total energy -4458.02958 a.u..